No. 1
The molecule C3H5NOS2. Source: the Open Molecules 2025 dataset; level of theory: wB97M-V/def2-TZVPD.

XYZ file:
```
12
Properties=species:S:1:pos:R:3:forces:R:3:lowdin_charge:R:1
C -0.46033 -0.71532 -0.75185 -0.10 1.22 1.37 -0.16
C 0.74691 -1.25120 -0.67958 0.58 -1.43 -2.63 -0.31
C -0.59466 0.72705 -0.33049 -0.33 -0.26 3.18 -0.66
N -1.26625 0.85238 1.02315 1.47 -4.24 -3.12 0.04
O 2.33007 -0.86342 1.29785 -0.25 1.45 -1.99 -0.58
S 1.07833 1.43500 -0.41651 0.03 1.01 0.21 0.65
S 2.17314 -0.29071 -0.11127 -0.30 -1.86 1.71 0.62
H -1.43466 -1.16678 -0.80752 0.07 -0.77 -0.66 0.11
H 1.03790 -2.19425 -1.24750 -0.52 0.87 1.62 0.11
H -1.30953 1.29835 -0.85727 -0.15 0.54 -1.77 0.09
H -0.70281 0.44785 1.72362 0.52 -0.03 1.11 0.06
H -1.59811 1.72107 1.15736 -1.03 3.51 0.96 0.01
```
Positions in Å, forces in eV/Å.

Results
Net charge: 0
Kohn-Sham gap: 9.6 eV
Spin multiplicity: 1
Relative energy (zero: lowest compared OMol25 entry of this formula, charge and spin): 2.2959 eV

***

No. 2
A structure of composition C6H24O9Sr. Source: the Open Molecules 2025 dataset; level of theory: wB97M-V/def2-TZVPD.

XYZ file:
```
40
Properties=species:S:1:pos:R:3:forces:R:3:lowdin_charge:R:1
Sr 0.16401 0.83890 -1.23293 -0.08 0.22 0.36 1.70
O 2.42694 3.14016 -0.22249 -0.63 -0.63 -0.28 -0.06
H 2.21290 3.98489 0.17356 -0.14 0.29 0.18 0.05
H 3.37099 3.17927 -0.37572 0.34 -0.07 -0.08 0.05
O 0.25326 2.78159 -4.34428 -0.04 -0.44 0.70 -0.06
H 0.70691 2.55766 -5.15687 0.22 -0.09 -0.27 0.05
H -0.33165 3.49970 -4.58602 -0.19 0.28 -0.05 0.05
O -0.66871 -1.68557 -3.59173 0.15 0.70 0.60 -0.06
H -0.64362 -1.46489 -4.52280 -0.07 0.07 -0.36 0.05
H -0.37697 -2.59640 -3.55302 0.06 -0.36 0.09 0.05
C -2.56632 2.90331 1.66261 -0.96 -0.46 -1.06 -0.22
C -2.73505 3.62918 0.30974 -0.13 -1.22 1.07 -0.18
O -2.65515 2.64778 -0.77586 0.71 0.47 0.47 -0.12
O -1.38007 2.16293 1.56854 2.03 -0.35 -0.78 -0.10
H -3.36891 2.17856 1.79929 -0.38 0.28 0.07 0.13
H -2.57626 3.63246 2.47276 0.17 0.01 0.04 0.13
H -1.93621 4.36924 0.26219 -0.16 0.16 -0.46 0.12
H -3.74253 4.04518 0.30461 0.23 0.41 -0.08 0.13
H -3.04670 3.09781 -1.52803 -0.13 -0.13 -0.27 0.09
H -1.26265 1.45172 2.20257 -0.55 0.14 0.45 0.09
C 3.90646 -2.05636 -1.03376 1.11 0.15 0.56 -0.17
C 3.80291 -1.97960 0.53704 -0.49 0.85 -3.01 -0.20
O 2.54198 -1.34468 0.78852 0.33 -0.47 0.87 -0.10
O 3.49909 -0.85472 -1.83413 0.11 -1.59 1.67 -0.10
H 3.47827 -2.98568 -1.40942 -0.62 0.51 -0.21 0.12
H 4.98026 -2.17960 -1.17461 0.08 -0.07 -0.43 0.12
H 4.64699 -1.39373 0.90092 -0.17 0.12 0.31 0.12
H 3.85304 -2.99998 0.91705 -0.07 0.03 0.09 0.13
H 2.42998 -1.58898 1.71013 -0.86 0.43 0.35 0.09
H 4.33868 -0.39047 -1.86806 -0.10 0.46 -0.33 0.08
C -1.99792 -2.84591 2.85385 1.77 -0.23 -1.25 -0.18
C -1.78489 -3.02404 1.28052 0.46 -1.77 3.06 -0.27
O -2.20934 -1.88027 0.67782 -0.23 1.91 -1.42 -0.07
O -1.21268 -1.69033 3.27565 -1.05 -0.14 -0.64 -0.10
H -1.55505 -3.64082 3.45391 -0.55 -0.65 -0.43 0.12
H -3.07942 -2.79897 2.98139 -0.04 0.50 0.53 0.11
H -2.37174 -3.86952 0.92152 -0.01 -0.31 0.21 0.12
H -0.74052 -3.25983 1.07615 0.07 0.44 -0.14 0.11
H -3.15469 -1.86171 0.84383 -0.23 0.45 -0.25 0.10
H -1.21568 -1.70831 4.23548 0.04 0.10 0.13 0.08
```
Positions in Å, forces in eV/Å.

Results
Net charge: +2
Kohn-Sham gap: 8.2 eV
Spin multiplicity: 1
Relative energy (zero: lowest compared OMol25 entry of this formula, charge and spin): 4.1196 eV

***

No. 3
A structure of composition C19H14BN3O7Zr. Source: the Open Molecules 2025 dataset; level of theory: wB97M-V/def2-TZVPD.

XYZ file:
```
45
Properties=species:S:1:pos:R:3:forces:R:3:lowdin_charge:R:1
Zr 0.31354 -0.46839 -0.38397 0.02 -0.10 -0.11 1.90
O 6.51208 2.12387 -0.25069 0.00 0.01 -0.01 0.16
C 6.17693 1.49176 0.87917 0.01 0.00 0.00 -0.47
O 6.97329 1.26630 1.73663 -0.01 -0.01 0.00 0.18
C 4.72976 1.07895 1.06287 -0.01 -0.02 0.02 -0.08
C 4.50078 0.04128 1.97498 -0.02 0.04 -0.04 0.05
C 3.21905 -0.38846 2.25155 0.04 0.03 0.04 0.03
C 2.15438 0.27806 1.64996 0.00 -0.03 -0.08 -0.28
C 2.36153 1.31482 0.73772 -0.01 0.06 0.04 -0.05
C 3.66361 1.71439 0.44631 0.06 -0.02 0.01 0.03
N 0.82054 -0.19131 1.72391 0.06 -0.03 0.14 -0.07
C 0.18718 -0.72470 2.69661 -0.07 -0.03 -0.02 0.04
C -1.06964 -1.38442 2.33383 -0.04 0.05 0.03 -0.22
C -1.93623 -1.92267 3.25693 0.07 0.00 -0.01 0.05
C -3.08372 -2.56898 2.79265 -0.03 -0.01 -0.02 0.03
C -3.29971 -2.65136 1.43270 0.00 0.00 -0.03 0.02
C -2.37999 -2.07366 0.56005 0.02 0.01 0.03 -0.07
N -1.29011 -1.44550 0.99301 0.01 0.01 0.01 -0.01
H 5.81588 2.11345 -0.91737 0.00 -0.01 0.00 0.11
H 5.35867 -0.41570 2.45083 -0.01 -0.01 0.01 0.14
H 3.04331 -1.23087 2.90873 0.02 0.00 0.01 0.13
H 1.52581 1.90831 0.37037 -0.03 -0.03 -0.03 0.10
H 3.81763 2.55768 -0.21513 0.00 0.00 0.00 0.14
H 0.56031 -0.72427 3.71878 0.01 -0.01 0.00 0.17
H -1.71842 -1.84603 4.31386 -0.02 -0.02 0.01 0.14
H -3.78678 -3.00513 3.48944 0.01 0.00 0.01 0.14
H -4.16463 -3.15781 1.02809 -0.01 0.00 0.02 0.14
H -2.51716 -2.12817 -0.51262 -0.01 -0.01 0.01 0.12
O -0.87216 2.27927 -2.39263 -0.02 -0.01 0.00 0.20
B -0.44415 1.26758 -1.61825 -0.24 -0.01 0.01 -0.46
O -1.51175 0.32335 -1.36886 0.18 0.18 -0.07 -0.08
C -2.61974 0.83820 -2.08449 0.13 0.00 0.04 -0.16
C -3.88693 0.32232 -2.20255 -0.03 0.07 -0.04 0.02
C -4.76214 1.07295 -2.98166 0.02 -0.01 0.01 -0.04
C -4.36047 2.26077 -3.59066 -0.02 0.00 -0.01 -0.03
C -3.07000 2.76142 -3.45690 0.04 0.01 0.01 0.05
C -2.20902 2.01546 -2.68592 -0.12 -0.08 0.02 -0.16
H -4.19533 -0.60002 -1.73239 0.01 -0.01 0.00 0.12
H -5.77533 0.72303 -3.11986 0.00 0.00 0.00 0.12
H -5.07393 2.81032 -4.18867 0.00 0.00 0.00 0.13
H -2.75617 3.68089 -3.92992 0.01 0.00 0.00 0.14
O 1.98985 -1.50694 -1.16683 0.00 0.02 -0.01 -0.13
N 1.28877 -2.39104 -1.84262 0.02 -0.03 0.01 -0.47
O 1.75197 -3.22028 -2.51001 0.00 0.00 0.01 0.29
O 0.01863 -2.19872 -1.65695 -0.01 -0.01 0.02 -0.11
```
Positions in Å, forces in eV/Å.

Results
Net charge: +2
Kohn-Sham gap: 6.3 eV
Spin multiplicity: 1
Relative energy (zero: lowest compared OMol25 entry of this formula, charge and spin): 0.0000 eV

***

No. 4
The molecule C7H5ClO2. Source: the Open Molecules 2025 dataset; level of theory: wB97M-V/def2-TZVPD.

XYZ file:
```
15
Properties=species:S:1:pos:R:3:forces:R:3:lowdin_charge:R:1
C -1.29931 0.90086 -0.36288 0.08 0.12 -0.02 -0.10
C -1.26414 -0.49585 -0.43144 0.04 -0.31 -0.02 -0.11
C -0.21412 1.62497 0.04312 -0.02 0.14 -0.24 -0.01
C -0.10926 -1.15662 -0.08582 0.17 -0.16 0.09 -0.03
C 1.03588 1.01698 0.36631 -0.18 -0.95 0.10 -0.43
C 1.01933 -0.43285 0.27346 -0.95 1.13 -0.54 -0.21
C 3.29995 -0.66085 0.62216 -0.82 0.80 -0.41 -0.47
O 2.05300 1.61775 0.75806 0.85 0.15 0.20 -0.06
O 2.10560 -1.07628 0.81440 1.22 -0.33 0.25 0.03
Cl 3.82653 0.12149 -0.77908 -0.19 -0.38 0.52 0.84
H -2.20518 1.41907 -0.64671 -0.05 0.04 0.01 0.10
H -2.13122 -1.04722 -0.75833 -0.05 -0.08 0.01 0.10
H -0.24214 2.70344 0.04962 0.00 0.12 0.13 0.11
H -0.04202 -2.23218 -0.11089 -0.08 -0.20 0.00 0.12
H 4.04264 -0.94753 1.35375 -0.03 -0.11 -0.06 0.11
```
Positions in Å, forces in eV/Å.

Results
Net charge: 0
Kohn-Sham gap (alpha / beta): 6.3 / 6.3 eV
Spin multiplicity: 1
Relative energy (zero: lowest compared OMol25 entry of this formula, charge and spin): 1.3783 eV

***

No. 5
A structure of composition C11H10IrN3O7S. Source: the Open Molecules 2025 dataset; level of theory: wB97M-V/def2-TZVPD.

XYZ file:
```
33
Properties=species:S:1:pos:R:3:forces:R:3:lowdin_charge:R:1
Ir 0.02125 0.53694 0.28921 -0.24 0.42 -0.65 1.52
O 2.12242 -2.71684 1.29508 -0.07 -0.04 -0.08 0.12
C 1.74756 -1.63109 0.93581 -0.01 0.13 0.16 -0.54
O 0.64635 -1.02777 1.36627 0.36 -0.15 -0.16 -0.19
C 2.57460 -0.72964 0.04601 -0.02 -0.01 0.04 -0.15
C 3.90043 -0.85524 -0.31977 -0.05 0.02 0.03 0.04
C 4.52457 0.25187 -0.88836 0.03 -0.03 0.00 -0.02
C 3.85190 1.46590 -0.99446 -0.04 0.03 0.06 0.04
C 2.52816 1.51640 -0.60474 -0.04 -0.08 -0.07 -0.14
N 1.92678 0.40353 -0.19436 0.10 -0.13 0.32 -0.04
C 1.65703 2.74490 -0.40888 0.23 0.08 0.00 -0.54
O 2.04486 3.83561 -0.73033 -0.09 -0.03 -0.08 0.13
O 0.52564 2.46880 0.21570 0.24 -0.13 0.09 -0.16
H 4.41881 -1.78248 -0.12108 0.02 0.01 -0.01 0.13
H 5.55976 0.18428 -1.19515 0.00 0.00 0.01 0.12
H 4.33155 2.37498 -1.32858 0.02 -0.02 -0.01 0.13
C -3.99301 0.89361 1.64460 -0.02 0.02 0.08 -0.14
S -2.46557 1.78387 1.58298 0.02 -0.08 0.53 0.43
O -1.63723 1.31316 2.66877 -0.22 0.22 0.03 -0.34
O -2.78243 3.17528 1.48199 0.00 0.03 0.00 -0.29
O -1.86545 1.25478 0.27775 -0.25 -0.22 -0.25 -0.53
H -4.49247 1.19087 2.56417 -0.03 -0.02 -0.01 0.07
H -3.77336 -0.17131 1.65994 -0.01 -0.01 -0.01 0.06
H -4.59727 1.16495 0.78272 0.01 0.00 -0.01 0.07
N -2.36792 -1.99442 -1.93202 0.02 0.00 0.00 0.08
C -2.21957 -2.85981 -0.87295 0.00 -0.02 0.02 -0.06
C -1.36511 -2.25722 -0.00862 0.03 0.00 -0.05 -0.08
N -0.99410 -1.04157 -0.54580 0.05 -0.06 0.05 -0.12
C -1.61762 -0.90809 -1.69606 -0.02 0.04 0.00 -0.15
H -2.93686 -2.14153 -2.74714 0.00 0.01 0.00 0.16
H -2.72297 -3.80783 -0.82727 0.00 0.00 -0.01 0.12
H -0.98304 -2.59229 0.93787 0.00 0.01 0.01 0.12
H -1.56771 -0.04261 -2.33331 0.00 -0.01 -0.01 0.14
```
Positions in Å, forces in eV/Å.

Results
Net charge: 0
Kohn-Sham gap: 8.4 eV
Spin multiplicity: 1
Relative energy (zero: lowest compared OMol25 entry of this formula, charge and spin): 1.6309 eV

***

No. 6
A cluster of 2 separate species, C2HO3S2 in total. Source: the Open Molecules 2025 dataset; level of theory: wB97M-V/def2-TZVPD.

XYZ file:
```
8
Properties=species:S:1:pos:R:3:forces:R:3:lowdin_charge:R:1
C -1.34588 0.10393 1.11362 -0.36 -1.51 -0.43 -0.69
C -0.53415 -1.77681 0.55529 -1.38 -1.00 1.10 -1.17
O -2.30258 0.04150 0.43706 -0.89 0.51 -0.27 0.10
O -0.60694 0.56299 1.89450 0.87 1.29 1.24 0.10
O 0.55559 -0.10704 -1.01818 -1.05 0.22 2.62 -0.53
S -1.22274 -3.14362 1.24820 0.43 0.33 -0.09 0.33
S -0.09673 -1.71885 -1.00407 1.22 1.42 -0.78 0.80
H 0.30764 0.23479 -0.02248 1.16 -1.26 -3.40 0.07
```
Positions in Å, forces in eV/Å.

Results
Net charge: -1
Kohn-Sham gap: 6.7 eV
Spin multiplicity: 1
Relative energy (zero: lowest compared OMol25 entry of this formula, charge and spin): 2.1124 eV

***

Q: The lowest net charge belongs to which entry?
A: C2HO3S2

***

Q: The lowest net charge belongs to which entry?
A: C2HO3S2

***

Q: Among the records above, which one has the highest relative energy (zero: lowest compared OMol25 entry of this formula, charge and spin)?
A: C6H24O9Sr